1.
{"formula": "C4H10NO2", "method": "ωB97M-V/def2-TZVPD", "symbols": ["O", "C", "N", "C", "C", "C", "O", "H", "H", "H", "H", "H", "H", "H", "H", "H", "H"], "positions_angstrom": [[0.48530, 3.33209, -0.57877], [-0.26109, 2.65951, 0.26242], [-0.68174, 1.24397, -0.06367], [0.42864, 0.27769, -0.12700], [0.19316, -1.00721, 0.68890], [-0.32127, -2.22761, -0.10409], [0.23249, -2.36159, -1.40646], [-1.25914, 3.17814, 0.47762], [0.20619, 2.52491, 1.27887], [-1.16106, 1.18276, -0.95483], [1.29883, 0.82610, 0.25078], [0.61529, 0.03503, -1.17471], [1.13519, -1.23182, 1.19692], [-0.55763, -0.76563, 1.43897], [-0.14926, -3.12992, 0.49090], [-1.39132, -2.11734, -0.29167], [1.18742, -2.41909, -1.38420]], "e_tot_ev": -9894.2823, "gap_ha": 0.209, "smiles": "[O-]CNCCCO", "spin_multiplicity": 1, "e_homo_ev": -2.29, "charge": -1}


2.
{"formula": "C4H10NO2", "method": "ωB97M-V/def2-TZVPD", "symbols": ["C", "C", "C", "C", "N", "O", "O", "H", "H", "H", "H", "H", "H", "H", "H", "H", "H"], "positions_angstrom": [[1.55512, 0.80738, -0.38731], [0.43837, -1.37024, -0.85799], [-0.98627, 1.95705, -0.66983], [0.49221, 0.08807, -0.78043], [-0.84862, -1.51530, 2.39548], [-0.67852, -2.48301, 1.37875], [-0.73046, 0.66105, -1.11380], [1.54815, 1.87921, -0.28186], [2.46799, 0.30560, -0.12718], [-1.29419, -0.70108, 1.94828], [-0.21166, -1.69970, -1.66432], [-0.04988, -1.84574, 0.12956], [1.42719, -1.80840, -0.95283], [-0.45971, 2.71422, -1.27106], [-0.70539, 2.08896, 0.38149], [-2.06412, 2.11474, -0.77170], [0.09978, -1.19282, 2.64476]], "e_tot_ev": -9892.2173, "gap_ha": 0.194, "spin_multiplicity": 1, "e_homo_ev": -1.66, "charge": -1}


3.
{"formula": "C4H10NO2", "method": "ωB97M-V/def2-TZVPD", "symbols": ["C", "C", "O", "C", "N", "C", "O", "H", "H", "H", "H", "H", "H", "H", "H", "H", "H"], "positions_angstrom": [[-0.15225, 1.04880, -2.42549], [0.37089, 0.31875, -1.11934], [-0.08119, -0.95328, -1.02679], [0.23908, 1.11963, 0.22040], [-0.77961, 0.45701, 1.07377], [-0.10818, -0.44301, 1.99729], [0.42683, -1.65031, 1.42768], [-1.06762, 1.63137, -2.42292], [0.67637, 1.72767, -2.65820], [-0.29262, 0.24009, -3.14539], [1.48444, 0.23578, -1.31244], [0.22731, 2.22572, 0.18427], [1.23539, 1.09355, 0.67192], [-1.29393, -0.06353, 0.36473], [-0.91094, -0.78894, 2.67944], [0.73112, 0.07924, 2.46554], [0.19610, -1.49651, 0.40647]], "e_tot_ev": -9894.6697, "gap_ha": 0.287, "smiles": "C[C@H]([O-])CNCO", "spin_multiplicity": 1, "e_homo_ev": -3.43, "charge": -1}


4.
{"formula": "C4H10NO2", "method": "ωB97M-V/def2-TZVPD", "symbols": ["C", "C", "O", "C", "N", "C", "O", "H", "H", "H", "H", "H", "H", "H", "H", "H", "H"], "positions_angstrom": [[1.46123, 0.56723, -1.24738], [1.20692, 0.32623, 0.22245], [1.71071, -1.10567, 0.53977], [-0.25225, 0.22825, 0.63355], [-1.05486, 1.57564, 0.68459], [-0.97664, -0.70363, -0.37111], [-2.24459, -0.83212, -0.08739], [0.97089, 1.46066, -1.67637], [1.30722, -0.33296, -1.85560], [2.56886, 0.71121, -1.21200], [1.79283, 0.92562, 0.90776], [1.29348, -1.66450, -0.13089], [-0.28307, -0.33922, 1.57128], [-1.34452, 1.74740, -0.31367], [-2.00796, 1.21836, 0.97420], [-0.43624, -1.68510, -0.57820], [-0.84196, -0.07703, -1.52272]], "e_tot_ev": -9893.8348, "gap_ha": 0.243, "smiles": "C[C@H](O)[C@@H](N)C[O-]", "spin_multiplicity": 1, "e_homo_ev": -2.62, "charge": -1}


5.
{"formula": "C4H10NO2", "method": "ωB97M-V/def2-TZVPD", "symbols": ["C", "O", "C", "C", "C", "O", "N", "H", "H", "H", "H", "H", "H", "H", "H", "H", "H"], "positions_angstrom": [[1.05367, -0.08523, -1.45960], [1.34772, 0.97115, -2.36150], [0.44814, 0.41522, -0.16195], [-0.06385, -0.83049, 0.62153], [-0.82835, -0.60643, 1.95285], [-1.79479, 0.32672, 1.94189], [-0.63744, 1.35539, -0.52956], [0.34324, -0.75024, -1.96114], [1.97228, -0.61247, -1.18361], [0.89221, 1.76357, -2.01337], [1.16880, 0.93386, 0.46849], [-0.74496, -1.34781, -0.06041], [0.72661, -1.56380, 0.79386], [-1.21997, -1.62107, 2.14309], [-0.10298, -0.54625, 2.78430], [-1.23148, 0.86314, -1.20115], [-1.32885, 1.33472, 0.22630]], "e_tot_ev": -9892.5250, "gap_ha": [0.396, 0.288], "spin_multiplicity": 2, "e_homo_ev": [-9.96, -9.95], "charge": 0}


6.
{"formula": "C4H10NO2", "method": "ωB97M-V/def2-TZVPD", "symbols": ["C", "N", "C", "O", "C", "O", "C", "H", "H", "H", "H", "H", "H", "H", "H", "H", "H"], "positions_angstrom": [[2.74314, 0.18362, 0.40574], [1.54178, -0.30178, -0.31865], [0.30513, 0.01227, 0.41854], [-0.37007, 1.13828, -0.04267], [-1.11927, -0.03417, -0.31039], [-2.15050, -0.35171, 0.47603], [-3.43137, 0.10459, 0.01839], [2.59400, 1.22499, 0.68678], [2.89845, -0.41112, 1.30399], [3.62216, 0.10798, -0.23153], [1.62412, -1.31427, -0.47953], [1.48483, 0.18031, -1.22817], [0.34578, -0.14196, 1.48763], [-1.14141, -0.31913, -1.36184], [-3.43257, 1.19036, -0.08848], [-4.13004, -0.19793, 0.79243], [-3.69139, -0.36941, -0.93032]], "e_tot_ev": -9886.4620, "gap_ha": 0.407, "smiles": "C[NH2+][C@H]1O[C@@H]1OC", "spin_multiplicity": 1, "e_homo_ev": -14.52, "charge": 1}


7.
{"formula": "C4H10NO2S", "method": "ωB97M-V/def2-TZVPD", "symbols": ["C", "N", "C", "O", "C", "C", "S", "H", "H", "H", "H", "H", "H", "H", "H", "H", "H", "O"], "positions_angstrom": [[-0.66176, 1.19013, 0.34297], [-0.95658, -0.10074, 0.95164], [-1.87241, -0.28119, 1.92285], [-2.33136, -1.37503, 2.21274], [0.81097, 1.58628, 0.55516], [1.74160, 0.60352, -0.16140], [1.47873, 0.56308, -1.98931], [-0.77316, 1.16734, -0.73316], [-1.37584, 1.91850, 0.73954], [-0.78408, -0.91300, 0.36475], [-2.05389, 0.60639, 2.55089], [1.01573, 2.56819, 0.13631], [0.95877, 1.56700, 1.64249], [2.73884, 0.98925, -0.01497], [1.62065, -0.42281, 0.18549], [-0.07965, -1.48359, -1.71608], [0.65648, -2.63692, -0.90598], [-0.17439, -2.35146, -1.30414]], "e_tot_ev": -20732.2308, "gap_ha": 0.250, "spin_multiplicity": 1, "e_homo_ev": -3.10, "charge": -1}